Record 1
13
Properties=species:S:1:pos:R:3:forces:R:3:nbo_charge:R:1 method="wB97M-V/def2-TZVPD" charge=-1
C 0.157604 0.656370 -0.433130 -0.9 -1.4 0.2 -0.03
O 0.830827 -0.304564 0.230730 0.6 0.2 0.5 -0.97
C -1.111375 0.078527 -1.108106 -0.2 0.4 -0.2 -0.23
N -2.071918 -0.695386 -0.304598 -0.2 -0.4 0.2 -0.87
H -0.227299 1.484275 0.230868 0.4 0.1 -0.4 0.08
H 0.710582 1.023607 -1.320714 0.2 0.8 0.1 0.09
H -1.588633 0.901583 -1.667149 -0.3 -0.1 0.2 0.14
H -0.800619 -0.641305 -1.872549 0.2 0.1 0.0 0.16
H -1.603219 -1.584528 -0.171749 -0.1 0.0 0.2 0.36
H -2.286572 -0.393003 0.655584 0.6 0.5 -0.7 0.34
H 3.453052 -0.354880 1.983469 -0.1 0.0 -0.4 0.44
H 1.974259 0.004843 1.492656 -0.2 -0.6 -0.3 0.53
O 2.563311 -0.175539 2.284688 -0.1 0.4 0.6 -1.02


Record 2
13
Properties=species:S:1:pos:R:3:forces:R:3:nbo_charge:R:1 method="wB97M-V/def2-TZVPD" multiplicity=2
C -0.184927 0.248512 -0.067918 -0.9 1.3 -0.1 -0.08
O 0.795018 0.799346 0.816702 0.2 1.3 -0.3 -0.68
C -0.135101 -1.332549 0.035618 3.6 -0.5 2.1 -0.45
N -1.141887 -2.472552 -0.447267 3.5 3.5 -3.3 -0.76
H 0.086819 0.661254 -1.061675 -0.6 -0.6 0.1 0.17
H -1.206186 0.672834 0.241518 1.1 -0.9 -0.6 0.17
H 0.883050 -1.711524 -0.259440 -1.0 0.7 -0.4 0.22
H -0.820108 -1.409840 -1.039131 -3.5 -3.5 -1.0 0.41
H -1.941165 -2.323107 0.090241 -2.0 1.0 0.9 0.33
H -0.045836 -1.491793 1.059111 -0.1 0.1 2.2 0.24
H 1.827691 3.225294 -0.237564 0.1 0.2 -0.1 0.44
H 0.878479 1.832381 0.593960 -0.6 -2.5 0.6 0.45
O 1.004152 3.301743 0.275843 0.1 0.0 -0.1 -0.47


Respective relative energy (zero: lowest compared OMol25 entry of this formula, charge and spin) values: 9.7 112.5 kcal per mole.